Here is a cluster of 2 separate species, C3H8N3 in total from the OMol25 dataset. Energies are from wB97M-V/def2-TZVPD.

Multiplicity: 1
Energy relative to the best compared isomer or geometry (same formula, charge and spin) in kcal per mole: 101.8
Highest occupied orbital energy in eV: -14.50
Net charge: +1

Last column: Mulliken charge in e.
CARTESIAN COORDINATES (ANGSTROEM)
N1 -0.26 -1.20 1.23  0.0175
N2 -0.20 -1.32 -1.30  -0.1963
N3 -0.54 -2.33 0.94  -0.3446
C1 0.04 -0.38 -0.55  0.3951
C2 0.50 1.00 -0.50  -0.2947
C3 0.03 1.89 0.68  -1.1521
H1 -0.76 -2.96 1.67  0.2677
H2 -0.02 -1.43 -2.33  0.2765
H3 1.62 0.82 -0.57  0.2902
H4 0.24 1.47 1.60  0.3970
H5 -0.60 -2.20 -0.81  0.3360
H6 0.34 1.72 -1.30  0.3334
H7 -1.04 2.16 0.67  0.3139
H8 0.64 2.76 0.57  0.3607

Here is a cluster of 2 separate species, C2H3O4 in total from the OMol25 dataset. Energies are from wB97M-V/def2-TZVPD.

Multiplicity: 4
<S²>: 3.764
Energy relative to the best compared isomer or geometry (same formula, charge and spin) in kcal per mole: 46.5
Highest occupied orbital energy (spin up / spin down) in eV: -6.87 / -11.06
Net charge: 0

Last column: Mulliken charge in e.
CARTESIAN COORDINATES (ANGSTROEM)
O1 1.15 -1.26 1.25  -0.5011
O2 0.43 1.15 -1.68  0.0385
O3 -0.46 0.34 0.90  -0.2778
O4 0.42 0.86 -2.92  -0.0487
C1 -0.53 0.04 -0.40  -0.3378
C2 0.37 -0.43 1.69  0.2339
H1 -0.12 -0.98 -0.69  0.2824
H2 -1.42 0.43 -0.89  0.2719
H3 0.16 -0.15 2.74  0.3387

Here is a structure of composition C19H24N2O9RuSSi from the OMol25 dataset. Energies are from wB97M-V/def2-TZVPD.

Multiplicity: 6
<S²>: 8.790
Energy relative to the best compared isomer or geometry (same formula, charge and spin) in kcal per mole: 0.0
Highest occupied orbital energy (spin up / spin down) in eV: -2.36 / -4.95
Net charge: -1

Last column: Mulliken charge in e.
CARTESIAN COORDINATES (ANGSTROEM)
Ru1 0.27 0.71 -0.37  1.0122
S1 0.94 -1.64 -1.83  1.2605
Si1 2.13 -2.69 0.73  0.2767
O1 1.75 -0.40 -1.82  -0.7500
O2 0.95 -2.06 -0.27  -0.1735
O3 -0.03 0.00 1.84  0.0209
O4 0.56 2.59 0.52  -0.6679
O5 -3.98 6.89 0.90  -0.6557
O6 -1.62 1.41 -0.97  -0.6857
O7 -0.46 -1.33 -2.04  -0.5974
O8 -5.59 6.17 -0.33  -0.6669
O9 1.50 -2.72 -2.58  -0.6588
N1 -0.82 0.33 3.90  0.2911
N2 -4.48 6.04 0.17  1.0060
C1 3.16 -0.06 1.31  -0.0916
C2 -1.92 0.60 4.81  -1.1282
C3 3.64 0.94 2.15  -0.7900
C4 -3.70 4.85 -0.14  -0.1581
C5 1.19 -3.87 1.83  -1.1390
C6 -4.26 3.88 -0.96  -0.5944
C7 3.45 -3.55 -0.25  -1.1970
C8 -0.33 3.54 0.65  -0.8287
C9 3.60 -0.59 4.00  -0.6793
C10 -3.51 2.74 -1.23  -0.5023
C11 3.87 0.67 3.49  -0.3190
C12 3.09 -1.58 3.16  -0.4522
C13 -2.22 2.54 -0.71  0.3962
C14 -1.63 3.58 0.11  0.8041
C15 -2.35 0.62 2.01  -1.8521
C16 2.85 -1.33 1.81  0.6650
C17 -2.43 4.72 0.38  -0.7386
C18 -0.99 0.29 2.56  0.8394
C19 0.48 0.02 4.46  -0.6462
H1 4.25 1.45 4.14  0.3731
H2 -0.01 4.41 1.23  0.2867
H3 2.86 -2.55 3.59  0.2806
H4 4.17 -4.00 0.44  0.3982
H5 -3.13 0.10 2.56  0.5381
H6 3.77 -0.80 5.04  0.3652
H7 3.83 1.92 1.74  0.3934
H8 1.85 -4.42 2.51  0.3550
H9 1.24 0.16 3.69  -0.1523
H10 -5.25 4.01 -1.37  0.4485
H11 -2.03 5.51 1.01  0.4318
H12 0.69 0.70 5.29  0.4442
H13 0.66 -4.60 1.21  0.3341
H14 -2.53 1.70 2.10  0.3683
H15 0.45 -3.33 2.42  0.2493
H16 3.99 -2.83 -0.88  0.3474
H17 0.53 -1.01 4.82  0.3067
H18 -1.51 0.82 5.80  0.3581
H19 3.02 0.15 0.26  0.5061
H20 -2.50 1.47 4.50  0.3635
H21 -2.38 0.37 0.96  0.3198
H22 3.04 -4.32 -0.90  0.3468
H23 -2.60 -0.25 4.91  0.3134
H24 -3.92 1.96 -1.85  0.4245

Here is a structure of composition C37H37BaN13OS3 from the OMol25 dataset. Energies are from wB97M-V/def2-TZVPD.

Multiplicity: 1
Energy relative to the best compared isomer or geometry (same formula, charge and spin) in kcal per mole: 18.8
Highest occupied orbital energy in eV: -1.58
Net charge: -2

Last column: Mulliken charge in e.
CARTESIAN COORDINATES (ANGSTROEM)
Ba1 0.95 -0.40 0.32  0.5420
S1 2.17 -3.65 -0.08  -0.2274
S2 1.16 2.57 1.57  -0.4540
S3 -1.12 -1.61 -1.84  -0.2114
O1 3.25 -0.31 -0.26  0.2501
N1 1.82 0.19 3.45  1.1724
N2 0.80 -2.70 2.48  1.0466
N3 0.55 -3.40 -2.89  -0.5880
N4 -4.11 2.73 -4.69  -0.0544
N5 -1.23 1.59 -0.70  0.4379
N6 -4.84 -2.13 2.25  1.1457
N7 -3.95 -1.20 2.54  -0.9029
N8 -4.64 -2.72 1.09  -0.7963
N9 -5.88 -2.47 3.09  -0.8049
N10 -3.11 -1.19 1.55  0.2869
N11 1.40 -1.31 -2.86  -0.4512
N12 -3.29 4.75 -4.24  -0.7707
N13 1.23 0.05 -2.72  0.0181
C1 -4.60 3.55 -5.68  0.5736
C2 4.08 -0.32 -1.25  -0.0677
C3 0.41 3.61 3.95  -0.7906
C4 0.20 3.64 5.31  -0.4367
C5 2.51 -4.17 1.53  0.2753
C6 -3.55 -2.12 0.67  0.1612
C7 -5.22 5.69 -7.27  -0.4572
C8 -2.45 1.21 -1.05  -0.0717
C9 0.38 -2.06 -2.58  -0.0528
C10 1.66 -1.09 4.15  -0.9662
C11 -5.42 3.32 -6.78  -0.9268
C12 1.05 1.42 5.46  -0.2018
C13 2.15 -4.17 3.93  -0.0898
C14 0.52 2.54 6.09  -0.9147
C15 5.40 -0.82 -1.14  -0.7244
C16 -5.72 4.42 -7.57  -0.3960
C17 1.83 -3.68 2.67  -0.2705
C18 -4.08 4.82 -5.37  0.5851
C19 -0.72 2.66 -1.32  -0.1683
C20 -2.63 2.90 -2.73  0.7435
C21 3.69 0.20 -2.52  0.6121
C22 -3.32 3.50 -3.87  0.1885
C23 2.31 0.73 -2.62  -0.9290
C24 3.51 -5.14 1.75  -0.9973
C25 6.27 -0.78 -2.22  -0.4239
C26 3.21 0.41 3.04  -1.3992
C27 4.59 0.24 -3.57  -0.2623
C28 5.89 -0.25 -3.44  -0.6614
C29 -0.41 -3.31 1.93  -0.7507
C30 3.15 -5.11 4.13  -0.9894
C31 0.47 -1.90 3.65  -1.0023
C32 -1.37 3.33 -2.34  -1.1782
C33 1.26 1.35 4.09  -0.4282
C34 0.94 2.48 3.29  0.6893
C35 3.83 -5.60 3.02  -0.4703
C36 -4.40 5.91 -6.18  -0.6763
C37 -3.19 1.82 -2.05  -0.8386
H1 5.70 -1.25 -0.19  0.3480
H2 -3.03 -2.35 -0.26  0.3848
H3 0.37 2.54 7.16  0.3500
H4 7.28 -1.18 -2.10  0.3669
H5 0.06 -2.52 4.47  0.3360
H6 3.28 1.32 2.46  0.4159
H7 -6.64 -1.80 2.96  0.2563
H8 6.57 -0.22 -4.28  0.3315
H9 -5.48 6.52 -7.92  0.3560
H10 2.17 1.80 -2.55  0.2607
H11 -1.08 -2.55 1.54  0.0261
H12 -0.14 -3.98 1.12  0.3143
H13 2.56 -1.67 3.98  0.7143
H14 -4.01 6.89 -5.95  0.4193
H15 -0.90 4.17 -2.84  0.4319
H16 1.63 -3.79 4.80  0.2488
H17 1.58 -0.97 5.23  -0.2238
H18 4.05 -5.51 0.89  0.3834
H19 3.55 -0.42 2.41  0.4557
H20 -0.22 4.53 5.77  0.3383
H21 -5.81 2.34 -7.01  0.3714
H22 0.26 2.98 -0.99  0.4009
H23 -0.95 -3.88 2.71  0.2919
H24 4.63 -6.33 3.14  0.3253
H25 -4.18 1.46 -2.28  0.4595
H26 1.53 -3.64 -2.96  0.3210
H27 -0.34 -1.21 3.38  0.4642
H28 3.39 -5.46 5.13  0.3629
H29 4.26 0.65 -4.53  0.3551
H30 -5.54 -2.36 4.04  0.3011
H31 3.88 0.49 3.92  0.2438
H32 -4.15 1.72 -4.65  0.2556
H33 0.09 -4.00 -2.21  0.2627
H34 0.16 4.46 3.33  0.3878
H35 -2.84 0.36 -0.52  0.0851
H36 1.31 0.58 6.09  0.3131
H37 -6.36 4.28 -8.44  0.3599

Here is a structure of composition C47H57FeGeN4S from the OMol25 dataset. Energies are from wB97M-V/def2-TZVPD.

Multiplicity: 6
<S²>: 8.778
Energy relative to the best compared isomer or geometry (same formula, charge and spin) in kcal per mole: 2.0
Highest occupied orbital energy (spin up / spin down) in eV: -6.50 / -7.48
Net charge: 0

Last column: Mulliken charge in e.
CARTESIAN COORDINATES (ANGSTROEM)
Ge1 1.11 1.33 2.02  1.7904
Fe1 -0.98 0.85 0.63  0.0488
S1 -3.43 1.49 0.02  -0.5145
N1 -3.07 0.17 -2.34  0.3300
N2 -0.34 0.71 -1.37  1.1810
N3 -4.73 -0.57 -1.20  0.3712
N4 -1.40 -1.20 0.56  1.2576
C1 -3.66 -0.82 -3.10  -0.6471
C2 4.67 3.94 0.09  -1.1003
C3 -0.57 3.60 -0.79  3.0867
C4 1.08 -0.02 -4.14  -0.2332
C5 -0.34 -1.44 -0.23  -0.9706
C6 -2.40 -1.09 3.64  0.4325
C7 2.87 3.63 1.67  -0.6540
C8 -2.34 -4.72 1.27  -0.2352
C9 -0.08 4.77 0.06  -2.0021
C10 2.33 3.40 -3.21  -1.2965
C11 3.49 1.80 0.25  0.2246
C12 4.50 2.59 -0.34  1.4069
C13 -0.91 -4.59 -1.45  -1.8379
C14 2.42 -2.59 3.24  -1.0943
C15 -2.30 -2.27 2.65  0.4171
C16 2.09 -0.22 2.79  0.0152
C17 -2.72 0.29 3.09  -0.5400
C18 -5.65 -0.79 -0.09  -0.8141
C19 5.23 0.73 -1.69  -0.9102
C20 -1.93 -2.32 1.27  -0.2374
C21 -3.38 -4.21 -1.44  -1.4219
C22 3.57 -2.31 3.97  -0.7089
C23 -2.61 -3.48 3.27  -0.7949
C24 -2.59 -4.70 2.63  -1.6656
C25 0.20 -0.49 -1.13  0.7450
C26 4.25 -0.09 -1.08  -0.8183
C27 1.45 3.83 -2.23  -0.0425
C28 2.63 2.35 1.26  0.0801
C29 -0.30 -0.63 -4.26  -1.2926
C30 -3.73 0.33 -1.18  0.0868
C31 -1.75 4.05 -1.65  -1.5408
C32 0.44 1.63 -2.14  -0.0292
C33 -1.17 -1.04 4.54  -1.8068
C34 -2.06 -3.55 0.57  0.1460
C35 3.88 4.44 1.09  -0.8316
C36 1.69 -1.55 2.67  0.4475
C37 2.15 -1.09 -3.93  -1.3787
C38 -4.71 -1.28 -2.39  -0.5740
C39 1.21 1.24 -3.26  0.6542
C40 3.41 0.44 -0.15  0.3923
C41 5.35 2.03 -1.33  -0.9120
C42 3.26 0.03 3.52  -0.9096
C43 2.17 2.14 -3.74  -0.5019
C44 0.48 2.98 -1.71  -0.1527
C45 -2.03 -3.68 -0.95  2.4306
C46 3.99 -0.99 4.10  -0.6973
C47 0.67 2.36 3.66  -1.6805
H1 -0.32 -1.33 -5.09  0.4718
H2 0.85 4.53 0.57  0.4051
H3 -3.38 -4.32 -2.53  0.4442
H4 -4.19 -3.54 -1.16  0.2698
H5 -3.67 0.32 2.56  0.4738
H6 3.14 -0.65 -3.82  0.2469
H7 -2.80 -5.61 3.17  0.3904
H8 2.26 4.07 2.45  0.3396
H9 -6.17 0.14 0.15  0.3574
H10 -2.86 -3.44 4.33  0.4896
H11 6.11 2.66 -1.77  0.4125
H12 -0.83 5.01 0.81  0.3853
H13 2.18 -1.76 -4.79  0.4962
H14 1.14 -0.76 -1.59  -0.7056
H15 2.08 -3.61 3.13  0.4832
H16 -1.42 4.86 -2.31  0.3937
H17 -6.37 -1.55 -0.39  0.3557
H18 -0.93 2.83 -0.10  -1.8296
H19 0.08 5.66 -0.55  0.4743
H20 -2.19 0.63 -2.51  -0.2004
H21 0.20 -2.38 -0.16  0.1041
H22 -1.10 -5.64 -1.19  0.3699
H23 -3.60 -5.19 -1.01  0.3606
H24 1.51 4.84 -1.87  0.3121
H25 -1.04 0.15 -4.47  0.3094
H26 -0.27 -0.74 3.99  0.4197
H27 0.06 -4.32 -1.03  0.3942
H28 -2.58 4.41 -1.04  0.4033
H29 0.21 3.32 3.42  0.4301
H30 -1.93 0.52 2.39  -0.6297
H31 4.89 -0.77 4.66  0.3950
H32 2.68 -0.20 0.34  -0.3031
H33 -5.44 -2.03 -2.62  0.5801
H34 3.62 1.05 3.61  0.3124
H35 -2.72 1.04 3.88  0.3656
H36 -2.39 -5.65 0.73  0.4364
H37 2.79 1.82 -4.57  0.4373
H38 5.90 0.30 -2.44  0.4113
H39 -1.32 -0.30 5.34  0.4260
H40 -0.62 -1.17 -3.37  0.0075
H41 -3.29 -1.11 -4.07  0.5357
H42 5.44 4.54 -0.36  0.3945
H43 0.79 -1.79 2.12  0.3893
H44 -3.25 -1.37 4.27  0.6444
H45 -5.09 -1.12 0.78  0.2372
H46 3.10 4.06 -3.59  0.4311
H47 -0.96 -2.00 5.01  0.4074
H48 -0.83 -4.53 -2.54  0.4321
H49 1.29 0.39 -5.14  0.9677
H50 -0.03 1.79 4.27  0.2455
H51 -2.13 3.25 -2.28  0.2256
H52 1.57 2.54 4.25  0.4806
H53 1.97 -1.71 -3.05  0.1902
H54 4.13 -3.11 4.43  0.3633
H55 4.18 -1.14 -1.34  0.5544
H56 -1.89 -2.70 -1.39  -1.2958
H57 4.03 5.45 1.43  0.4028

Here is a structure of composition C24H38OPTc from the OMol25 dataset. Energies are from wB97M-V/def2-TZVPD.

Multiplicity: 4
<S²>: 3.786
Highest occupied orbital energy (spin up / spin down) in eV: -9.22 / -10.54
Net charge: +1

Last column: Mulliken charge in e.
CARTESIAN COORDINATES (ANGSTROEM)
Tc1 0.11 0.23 0.28  -1.0553
P1 -3.22 -0.55 -0.97  1.0981
O1 -1.89 0.07 -0.51  -0.4127
C1 0.13 2.09 -3.72  -0.6764
C2 -0.15 1.35 -2.58  0.0662
C3 -0.57 0.66 2.27  0.7478
C4 0.80 1.12 -1.60  1.6514
C5 2.45 2.10 -3.09  -1.0056
C6 0.89 2.09 1.18  0.6189
C7 3.13 0.78 1.53  -1.6961
C8 0.06 -1.97 -1.13  -0.0816
C9 2.13 1.43 -1.91  -0.0263
C10 -3.17 -0.77 -2.75  -1.0013
C11 -1.80 0.13 2.93  -1.5157
C12 1.45 2.47 -4.00  -0.7874
C13 1.44 3.33 0.56  -1.3952
C14 -0.48 1.90 1.54  0.5775
C15 0.75 0.09 2.34  0.8986
C16 2.57 -1.89 -1.18  -1.1391
C17 1.25 -1.73 -3.33  -1.3920
C18 1.15 -1.09 3.16  -1.5291
C19 -1.58 2.86 1.28  -1.5450
C20 0.01 -1.88 0.33  -1.5384
C21 -3.45 -2.14 -0.16  -1.1665
C22 1.22 -1.79 -1.84  0.7065
C23 -4.53 0.58 -0.53  -1.1280
C24 1.65 0.95 1.62  0.7610
H1 -1.95 0.61 3.91  0.3250
H2 -0.84 -2.32 -1.65  0.7778
H3 3.23 -1.05 -1.46  0.1931
H4 -1.73 -0.95 3.09  0.3117
H5 -4.32 1.56 -0.98  0.3496
H6 -1.63 3.62 2.08  0.3221
H7 0.84 -2.38 0.85  0.8096
H8 1.98 -1.62 2.69  0.4360
H9 3.62 1.29 2.37  0.3266
H10 2.53 -1.92 -0.09  0.0620
H11 0.31 -1.77 3.30  0.3396
H12 0.26 -1.54 -3.75  0.1797
H13 1.49 -0.76 4.16  0.3338
H14 -2.69 0.34 2.32  0.1133
H15 1.50 4.14 1.31  0.3903
H16 -1.43 3.39 0.33  0.3541
H17 -4.42 -2.56 -0.47  0.4755
H18 3.50 2.32 -3.31  0.4145
H19 -4.56 0.68 0.57  0.3222
H20 3.09 -2.81 -1.51  0.4792
H21 2.45 3.16 0.17  0.3680
H22 3.41 -0.27 1.56  0.3375
H23 3.52 1.23 0.61  0.3082
H24 1.63 -2.68 -3.74  0.4374
H25 -1.17 1.03 -2.36  -0.0214
H26 -2.65 -2.83 -0.43  0.3891
H27 1.93 -0.94 -3.68  0.2615
H28 -4.03 -1.37 -3.06  0.4852
H29 -2.24 -1.27 -3.07  0.1264
H30 -0.94 -2.21 0.77  0.3536
H31 -3.46 -2.00 0.93  0.2866
H32 -2.55 2.35 1.23  0.2324
H33 -3.22 0.21 -3.25  0.3915
H34 0.81 3.68 -0.26  0.2982
H35 -0.69 2.38 -4.38  0.4104
H36 -5.50 0.22 -0.88  0.4780
H37 2.94 1.13 -1.24  0.1372
H38 1.69 3.03 -4.90  0.3704